22
Properties=species:S:1:pos:R:3:forces:R:3:mulliken_charge:R:1 method="wB97M-V/def2-TZVPD" gap_ev=11.136 charge=0 e_above_lowest_kj_mol=2.3 e_homo_ev=-10.15 smiles=CCBr.CCCC total_energy_ha=-2811.6170
C 0.114 1.532 4.206 -0.06 0.28 -0.02 -1.03
C 0.599 0.100 4.256 -0.57 -0.68 0.15 -0.18
Br 2.515 -0.004 3.981 0.17 -0.03 -0.06 -0.17
H -0.977 1.555 4.366 0.35 0.02 -0.06 0.30
H 0.335 1.986 3.225 -0.10 -0.16 0.40 0.27
H 0.597 2.137 4.991 -0.21 -0.23 -0.34 0.36
H 0.405 -0.383 5.234 0.13 0.35 -0.55 0.38
H 0.143 -0.534 3.472 0.27 0.43 0.39 0.06
C 1.840 -1.986 -0.113 0.04 -0.06 0.02 -1.14
C 0.390 -1.595 0.169 -0.11 -0.11 0.00 -0.32
C 0.182 -0.082 0.171 0.12 0.13 -0.02 -0.26
C -1.268 0.309 0.452 0.01 0.08 -0.03 -1.20
H 1.960 -3.083 -0.108 0.04 0.43 -0.02 0.35
H 2.504 -1.556 0.657 -0.15 -0.18 -0.31 0.24
H 2.151 -1.603 -1.099 -0.02 -0.16 0.35 0.30
H -0.269 -2.045 -0.599 0.18 0.10 0.37 0.30
H 0.084 -1.998 1.153 0.03 0.07 -0.39 0.25
H 0.841 0.367 0.938 -0.15 -0.10 -0.35 0.16
H 0.488 0.321 -0.814 -0.03 -0.08 0.42 0.40
H -1.579 -0.074 1.439 -0.02 0.15 -0.33 0.24
H -1.932 -0.121 -0.317 0.13 0.18 0.33 0.38
H -1.388 1.406 0.447 -0.05 -0.42 0.02 0.32